{"formula": "H3O6", "method": "ωB97M-V/def2-TZVPD", "homo_lumo_gap_ev": 10.9, "total_energy_ev": -12310.524, "charge": 1, "symbols": ["O", "O", "O", "O", "O", "O", "H", "H", "H"], "coordinates": [[-2.1964, -0.7819, -0.3004], [1.6710, 1.4051, 0.4656], [0.9953, -0.6012, -0.3240], [-1.7656, 0.4351, -0.2964], [-0.4701, 0.7367, 0.4937], [0.6544, 0.7130, -0.2758], [-2.6082, -0.9871, 0.5502], [1.4108, 1.7368, 1.3166], [1.5279, -0.6964, -1.1388]], "forces_ev_per_angstrom": [[0.9, -1.8, -0.5], [2.2, -0.2, -2.4], [0.6, -2.0, 0.1], [-0.1, 2.4, -0.5], [-2.2, -0.2, 2.1], [0.6, 1.2, -0.7], [-0.4, 0.3, 0.6], [-1.8, 0.0, 1.5], [0.1, 0.3, -0.2]]}